The following is a DFT calculation (ωB97M-V/def2-TZVPD) of an isolated ion of composition C28H35O3Si and charge +1 in a non-equilibrium geometry.

XYZ file:
```
67
Properties=species:S:1:pos:R:3:mulliken_charge:R:1
C -6.56493 3.54475 -2.83865 -1.30
C -5.64655 2.64868 -1.97562 -0.51
C -4.21350 2.36823 -2.43416 -0.40
C -3.53959 1.33981 -1.51360 -0.52
O -1.99520 1.44336 -1.69916 -0.19
C -1.01702 0.90022 -0.99968 0.42
C -1.03171 -0.57008 -0.73364 0.07
O 0.11569 1.54104 -0.95738 -0.43
Si 0.89580 2.48711 -2.41986 0.25
C 2.00015 3.53911 -1.38140 -0.97
C 1.75494 1.16122 -3.40249 -1.00
C -0.21025 3.49598 -3.53679 -0.95
H -7.50684 3.68242 -2.28699 0.35
H -6.12496 4.53428 -3.02489 0.34
H -6.84190 3.08743 -3.80093 0.34
H -5.57949 3.08358 -0.96733 0.36
H -6.16604 1.68800 -1.86880 0.34
H -4.22732 1.95194 -3.44925 0.28
H -3.64867 3.31158 -2.49422 0.28
H -3.74958 1.53283 -0.45819 0.30
H -3.79257 0.30828 -1.77836 0.38
H -0.25444 -1.01278 -1.37977 0.16
H -1.99821 -0.85325 -1.21472 0.37
H 2.77896 4.02889 -1.98435 0.36
H 1.42466 4.32649 -0.87622 0.32
H 2.49558 2.93598 -0.60845 0.31
H 2.50418 1.64347 -4.05528 0.36
H 2.28247 0.44730 -2.75201 0.34
H 1.06937 0.59571 -4.05232 0.34
H 0.42449 3.93476 -4.33202 0.38
H -0.99418 2.90993 -4.03818 0.31
H -0.68363 4.33683 -3.00862 0.32
C 7.20347 -2.58364 2.04728 -0.50
C 6.28720 -2.44482 3.09327 -0.39
C 5.10907 -3.19595 3.12604 -0.37
C 4.85902 -4.08291 2.07645 0.35
O 3.59316 -4.66637 1.90366 -0.49
C 2.49217 -3.83110 1.62139 -0.13
C 2.09860 -3.66135 0.28229 -0.63
C 1.04093 -2.78492 -0.01990 -0.86
C 0.34214 -2.09653 0.99576 0.06
C -0.93855 -1.21683 0.65712 0.08
C -1.55149 -0.45030 1.82610 0.30
C -2.93928 -0.29479 1.79885 -0.43
C -3.57869 0.44396 2.79161 -0.70
C -2.83810 0.99405 3.84437 -0.48
C -1.45790 0.77053 3.91964 -0.85
C -0.81446 0.06633 2.89129 -0.27
C 0.66185 -2.45367 2.31423 -0.47
C 1.75611 -3.24872 2.65353 -0.35
C 5.83394 -4.35430 1.10839 -0.34
C 6.97487 -3.55078 1.06359 -0.31
H 8.10587 -1.96090 2.01456 0.36
H 6.48141 -1.74403 3.90431 0.36
H 4.38142 -3.11232 3.93304 0.31
H 2.62577 -4.22875 -0.49623 0.41
H 0.69722 -2.72607 -1.05844 0.40
H -1.64995 -2.02492 0.60412 0.52
H -3.50914 -0.80311 1.01569 0.49
H -4.65130 0.62309 2.71759 0.44
H -3.33197 1.62830 4.58606 0.39
H -0.86592 1.18092 4.74375 0.39
H 0.26453 -0.10504 2.92407 0.71
H -0.00506 -2.17762 3.12098 0.72
H 2.02488 -3.45382 3.69013 0.52
H 5.64865 -5.14329 0.37968 0.43
H 7.68980 -3.68349 0.24908 0.35
```

Calculated values
* calculated total energy: -43617.9022 eV
* HOMO-LUMO gap: 7.01 eV
* LUMO: -3.6313 eV
* multiplicity: 1
* max |F|: 2.475 eV/Å
* net charge: +1